# 1
{"formula": "C77H118N2O33", "method": "ωB97M-V/def2-TZVPD", "species": ["O", "C", "O", "C", "C", "C", "H", "H", "H", "H", "H", "H", "O", "C", "O", "C", "C", "C", "H", "H", "H", "H", "H", "H", "O", "C", "O", "C", "C", "C", "H", "H", "H", "H", "H", "H", "O", "C", "O", "C", "C", "C", "H", "H", "H", "H", "H", "H", "O", "C", "O", "C", "C", "C", "H", "H", "H", "H", "H", "H", "O", "C", "O", "C", "C", "C", "H", "H", "H", "H", "H", "H", "O", "C", "O", "C", "C", "C", "H", "H", "H", "H", "H", "H", "O", "C", "O", "C", "C", "C", "H", "H", "H", "H", "H", "H", "O", "C", "O", "C", "C", "C", "H", "H", "H", "H", "H", "H", "O", "C", "O", "C", "C", "C", "H", "H", "H", "H", "H", "H", "O", "C", "O", "C", "C", "C", "H", "H", "H", "H", "H", "H", "O", "C", "O", "C", "C", "C", "H", "H", "H", "H", "H", "H", "O", "C", "O", "C", "C", "C", "H", "H", "H", "H", "H", "H", "O", "C", "O", "C", "C", "C", "H", "H", "H", "H", "H", "H", "O", "C", "O", "C", "C", "C", "H", "H", "H", "H", "H", "H", "N", "C", "C", "C", "C", "H", "H", "H", "H", "H", "N", "C", "C", "C", "C", "H", "H", "H", "H", "H", "C", "C", "O", "C", "H", "H", "H", "H", "H", "H", "C", "C", "O", "C", "H", "H", "H", "H", "H", "H", "C", "C", "O", "C", "H", "H", "H", "H", "H", "H"], "positions_angstrom": [[0.063, -3.821, -1.424], [-0.331, -4.616, -2.280], [-0.885, -4.225, -3.468], [-1.260, -5.316, -4.302], [-0.961, -6.571, -3.433], [-0.070, -6.064, -2.303], [-0.605, -5.278, -5.173], [-2.315, -5.234, -4.562], [-0.512, -7.373, -4.018], [-1.823, -6.941, -2.876], [0.962, -6.185, -2.632], [-0.271, -6.577, -1.363], [0.178, 2.569, 0.451], [0.057, 1.371, 0.223], [0.568, 0.795, -0.870], [0.378, -0.623, -0.983], [-0.028, -0.991, 0.452], [-0.587, 0.311, 1.073], [1.249, -1.250, -1.173], [-0.462, -0.872, -1.631], [0.800, -1.391, 1.037], [-0.668, -1.871, 0.390], [-0.513, 0.377, 2.159], [-1.621, 0.414, 0.743], [0.221, 4.984, 4.102], [0.570, 4.282, 5.044], [1.877, 3.990, 5.322], [2.089, 3.044, 6.292], [0.666, 2.507, 6.604], [-0.242, 3.567, 6.097], [2.549, 3.510, 7.163], [2.634, 2.197, 5.874], [0.404, 2.172, 7.607], [0.443, 1.670, 5.942], [-0.488, 4.275, 6.888], [-1.197, 3.259, 5.671], [-5.055, -3.243, 2.842], [-4.535, -3.092, 1.735], [-5.010, -2.249, 0.851], [-4.347, -2.286, -0.410], [-3.539, -3.593, -0.390], [-3.290, -3.770, 1.067], [-3.798, -1.368, -0.620], [-5.072, -2.354, -1.222], [-2.705, -3.393, -1.062], [-4.117, -4.437, -0.766], [-2.405, -3.230, 1.402], [-3.168, -4.754, 1.519], [-3.095, 1.819, 2.350], [-3.365, 3.013, 2.309], [-4.572, 3.484, 2.691], [-4.807, 4.819, 2.338], [-3.452, 5.367, 1.996], [-2.515, 4.164, 1.787], [-5.225, 5.441, 3.131], [-5.385, 4.897, 1.417], [-3.072, 6.014, 2.787], [-3.572, 5.975, 1.099], [-1.544, 4.100, 2.278], [-2.194, 3.968, 0.764], [2.845, -7.038, -5.756], [2.728, -5.820, -5.732], [2.739, -5.147, -4.569], [2.421, -3.767, -4.764], [1.826, -3.670, -6.145], [2.401, -4.900, -6.834], [3.331, -3.174, -4.677], [1.803, -3.342, -3.973], [2.121, -2.776, -6.695], [0.747, -3.546, -6.050], [3.252, -4.570, -7.429], [1.758, -5.272, -7.632], [-8.180, -2.540, -4.226], [-6.969, -2.555, -4.445], [-6.029, -2.827, -3.484], [-4.732, -2.837, -3.898], [-4.790, -1.932, -5.124], [-6.196, -2.190, -5.721], [-4.181, -3.777, -3.933], [-4.117, -2.249, -3.217], [-3.942, -1.949, -5.809], [-4.743, -0.873, -4.869], [-6.186, -3.073, -6.360], [-6.675, -1.332, -6.194], [3.009, -0.843, -2.952], [3.923, -0.420, -2.228], [5.125, -0.298, -2.761], [6.024, 0.181, -1.728], [5.383, -0.188, -0.419], [3.868, -0.231, -0.762], [6.006, 1.270, -1.749], [7.054, -0.156, -1.843], [5.555, 0.453, 0.446], [5.864, -1.078, -0.015], [3.374, 0.716, -0.546], [3.423, -0.988, -0.115], [-7.898, 3.456, 2.414], [-7.835, 2.189, 2.545], [-8.560, 1.328, 1.733], [-8.362, -0.005, 2.152], [-7.581, 0.031, 3.425], [-6.856, 1.395, 3.433], [-7.845, -0.586, 1.388], [-9.352, -0.453, 2.237], [-6.908, -0.826, 3.463], [-8.237, 0.124, 4.291], [-5.944, 1.336, 2.840], [-6.629, 1.696, 4.455], [4.077, 7.744, -0.293], [2.987, 7.475, 0.246], [2.504, 6.163, 0.416], [1.115, 6.197, 0.770], [0.705, 7.610, 0.545], [1.959, 8.475, 0.589], [1.099, 6.021, 1.845], [0.491, 5.410, 0.345], [-0.110, 7.890, 1.214], [0.291, 7.654, -0.462], [2.098, 8.742, 1.637], [1.933, 9.291, -0.134], [-2.523, 4.531, -1.736], [-1.436, 4.492, -2.222], [-0.750, 5.666, -2.336], [0.547, 5.533, -2.844], [0.887, 4.026, -2.660], [-0.531, 3.316, -2.778], [1.365, 6.041, -2.333], [0.570, 5.744, -3.913], [1.204, 3.916, -1.623], [1.641, 3.575, -3.305], [-0.729, 2.447, -2.151], [-0.800, 3.190, -3.827], [-1.604, -1.681, 3.626], [-2.222, -0.882, 4.305], [-1.673, 0.210, 4.944], [-2.709, 0.998, 5.655], [-3.882, 0.041, 5.686], [-3.703, -0.812, 4.454], [-2.964, 1.871, 5.054], [-2.423, 1.397, 6.629], [-4.879, 0.481, 5.675], [-3.850, -0.534, 6.611], [-4.069, -0.433, 3.499], [-3.952, -1.861, 4.613], [-3.002, 0.386, -2.848], [-4.035, 0.750, -2.288], [-5.276, 0.068, -2.453], [-6.351, 0.636, -1.729], [-5.549, 1.381, -0.617], [-4.263, 1.881, -1.281], [-7.039, -0.113, -1.335], [-6.914, 1.287, -2.398], [-5.394, 0.689, 0.211], [-6.253, 2.132, -0.260], [-3.337, 2.021, -0.723], [-4.438, 2.782, -1.869], [4.081, -5.995, 1.552], [4.211, -5.611, 0.377], [4.359, -6.404, -0.740], [4.462, -5.605, -1.950], [4.045, -4.193, -1.511], [4.356, -4.141, -0.043], [3.751, -5.932, -2.708], [5.475, -5.658, -2.350], [2.973, -4.103, -1.690], [4.475, -3.349, -2.049], [3.724, -3.527, 0.600], [5.371, -3.774, 0.110], [-1.320, -1.722, -6.355], [-0.354, -1.034, -6.119], [0.320, -0.462, -7.106], [1.347, 0.350, -6.532], [0.857, 0.588, -5.100], [0.070, -0.663, -4.753], [1.448, 1.348, -6.958], [2.343, -0.091, -6.578], [0.158, 1.424, -5.113], [1.642, 0.832, -4.384], [-0.795, -0.509, -4.108], [0.729, -1.434, -4.353], [2.804, -0.358, 4.450], [3.541, -0.533, 5.578], [2.684, -0.850, 6.699], [1.361, -0.890, 6.167], [1.473, -0.518, 4.781], [3.121, 0.011, 3.565], [4.604, -0.360, 5.504], [2.988, -0.980, 7.728], [0.533, -1.076, 6.836], [0.744, -0.334, 4.006], [4.370, 5.305, -1.731], [5.166, 5.485, -2.867], [5.199, 4.316, -3.545], [4.279, 3.389, -2.911], [3.865, 4.038, -1.745], [4.314, 5.937, -0.945], [5.653, 6.443, -2.965], [5.779, 4.124, -4.436], [4.051, 2.402, -3.285], [3.361, 3.587, -0.904], [5.637, -2.690, 2.898], [6.682, -1.611, 2.926], [6.608, -0.722, 3.776], [7.905, -1.686, 2.015], [4.921, -2.376, 2.139], [5.209, -2.751, 3.899], [6.147, -3.583, 2.538], [8.086, -2.667, 1.576], [8.776, -1.359, 2.583], [7.780, -0.960, 1.212], [2.526, 3.168, 1.907], [3.693, 2.174, 2.204], [3.494, 0.989, 2.400], [5.117, 2.684, 2.119], [2.725, 4.139, 2.362], [1.609, 2.766, 2.338], [2.402, 3.135, 0.824], [5.320, 3.021, 1.103], [5.835, 1.891, 2.329], [5.176, 3.561, 2.764], [0.974, -4.023, 2.784], [0.248, -5.351, 2.654], [-0.921, -5.534, 2.799], [1.178, -6.501, 2.205], [1.590, -3.954, 3.682], [0.206, -3.269, 2.957], [1.582, -3.765, 1.917], [1.900, -6.920, 2.906], [1.724, -6.114, 1.345], [0.569, -7.338, 1.862]], "energy_ha": -5597.30841}

***

# 2
{"formula": "H6N2O", "method": "ωB97M-V/def2-TZVPD", "species": ["N", "O", "H", "H", "H", "N", "H", "H", "H"], "positions_angstrom": [[0.595, -0.448, 1.526], [0.481, 0.093, 2.877], [0.647, 0.387, 0.947], [1.490, -0.841, 1.365], [-0.256, -0.489, 3.282], [-0.615, 0.146, -2.720], [-0.058, 0.137, -1.871], [-0.745, 1.087, -2.986], [-1.538, -0.073, -2.420]], "energy_ha": -188.26911, "relative_energy_kcal_mol": 21.05, "smiles": "NO.N"}

***

Going through the records in order, we get highest occupied orbital energy values of -7.53 -10.18 eV.
Going through the records in order, we get lowest unoccupied orbital energy values of 0.15 0.92 eV.
Going through the records in order, we get gap between HOMO and LUMO values of 7.68 11.11 eV.